Entry 1:
A 4-piece molecular cluster, C36H65BCl3N4O9P2 overall, computed with the ωB97M-V functional and the def2-TZVPD basis.

```
120
Properties=species:S:1:pos:R:3:forces:R:3
C -8.65037 -0.84905 -4.07096 0.032 0.463 -0.143
C -8.56740 -0.40736 -2.60267 0.107 -0.526 -0.134
C -8.25598 -1.57043 -1.63369 -0.064 -0.025 -1.400
C -6.97854 -2.30172 -2.11145 0.365 0.669 0.479
C -6.01894 -2.73138 -0.98045 -0.722 -0.494 -0.199
C -5.22249 -4.03163 -1.27545 0.194 0.224 0.949
C -3.69083 -3.85117 -1.40248 -0.316 -0.269 -0.703
B -3.15257 -2.69422 -2.42290 1.339 -0.224 0.393
P -4.23171 -2.94455 -4.08943 -1.365 0.099 -0.063
P -3.61361 -4.76644 -5.07305 -0.308 1.156 -1.017
O -3.69853 -4.58760 -6.53442 0.135 -0.050 -0.408
O -2.14071 -5.27353 -4.64759 -0.458 -0.472 0.335
O -4.65450 -5.94235 -4.64416 0.878 -0.002 0.676
O -3.08004 -1.32773 -1.87108 -0.965 0.909 -0.308
C -1.74023 -0.99631 -1.60015 -0.143 -0.880 0.873
C -1.45181 0.47547 -1.22365 -0.553 0.637 -1.629
C -0.34611 1.21035 -2.03848 0.013 0.479 0.996
C 0.82591 1.58975 -1.11713 -0.169 0.410 -0.612
C 1.80728 2.58972 -1.76225 0.089 -1.055 1.038
C 2.90810 2.95016 -0.72100 -0.942 0.712 -0.493
N 2.88886 4.40690 -0.46882 0.472 -0.507 -0.270
C -1.36837 -1.78739 -0.29371 0.776 0.658 -0.331
C -2.31319 -1.61043 0.87247 0.473 -0.268 -0.348
C -2.03687 -2.37982 1.98534 0.973 -0.759 -0.100
C -2.76441 -2.30678 3.13327 -0.109 -0.114 0.495
C -3.82674 -1.42264 3.21867 -0.280 -0.578 1.103
C -4.58188 -1.34270 4.52689 0.792 0.027 0.194
C -4.12615 -0.67258 2.11796 -0.762 0.701 0.325
C -3.38115 -0.75372 0.96756 -0.044 0.574 -1.082
C -1.02459 -1.69767 -2.81298 0.241 -1.316 0.418
C 0.50170 -1.90223 -2.47643 0.289 0.194 0.361
C 0.86805 -3.33370 -2.14253 -0.325 -1.491 -1.475
O 0.83053 -4.26862 -2.88572 0.254 1.465 1.301
Cl 1.48371 -3.64861 -0.42463 -0.037 0.265 -0.324
C -1.14730 -1.27831 -4.27978 0.234 0.916 -0.132
Cl -0.26997 -2.37306 -5.35856 -0.193 0.110 0.349
C -1.80301 -0.31014 -4.91913 0.347 0.002 0.110
C -1.80791 -0.12782 -6.41434 -0.885 -0.247 0.367
Cl -2.79334 0.82551 -4.04695 -0.018 -0.056 -0.299
O -1.70185 -2.92918 -2.79498 0.353 -0.341 0.384
H -8.81475 0.05027 -4.67570 -0.139 -0.164 -0.079
H -9.47206 -1.54477 -4.26494 0.037 0.010 0.118
H -7.72769 -1.29191 -4.44985 -0.031 -0.096 0.192
H -7.75887 0.32861 -2.53667 -0.194 0.133 0.156
H -9.53057 0.05563 -2.36144 0.203 0.179 0.216
H -9.09250 -2.26920 -1.76181 -0.039 0.015 0.601
H -8.19351 -1.20649 -0.60676 0.017 -0.141 0.009
H -7.24047 -3.13396 -2.76694 0.026 -0.067 0.141
H -6.42103 -1.60784 -2.74613 -0.022 -0.100 -0.069
H -5.37048 -1.88509 -0.74131 0.141 -0.186 0.010
H -6.63419 -2.91429 -0.08914 0.099 0.059 -0.001
H -5.66909 -4.57083 -2.11457 0.168 0.232 -0.198
H -5.38673 -4.68977 -0.40920 0.008 -0.049 -0.139
H -3.28382 -3.72363 -0.39368 0.064 0.060 -0.114
H -3.29010 -4.80496 -1.78910 0.109 0.082 0.184
H -3.93308 -1.98779 -5.08910 0.476 -0.433 -0.038
H -1.68072 -5.49094 -5.46978 0.057 0.055 0.033
H -4.20613 -6.55919 -4.04975 -0.194 -0.030 0.042
H -2.38200 1.02705 -1.38617 0.018 -0.124 0.032
H -1.22312 0.61692 -0.16810 -0.014 -0.417 0.040
H -0.76161 2.16865 -2.36622 0.005 -0.133 -0.200
H -0.01942 0.69531 -2.94335 -0.001 -0.107 0.129
H 0.39546 2.10483 -0.24790 0.026 -0.175 0.057
H 1.35193 0.70961 -0.72811 0.015 0.016 -0.092
H 1.24786 3.48690 -2.02642 0.192 0.032 -0.212
H 2.24209 2.11796 -2.64786 -0.034 0.300 -0.122
H 3.87230 2.62327 -1.11235 0.119 0.140 0.319
H 2.65182 2.43929 0.21636 0.427 -0.399 -0.162
H 3.73687 4.70721 0.00998 -0.448 -0.024 -0.027
H 2.11557 4.56992 0.16589 0.098 0.299 0.007
H -0.40221 -1.37648 0.03469 -0.037 -0.214 0.122
H -1.19329 -2.84959 -0.45943 -0.301 0.044 -0.143
H -1.18623 -3.05818 1.95050 -0.060 -0.024 -0.081
H -2.49113 -2.92977 3.97824 -0.048 0.075 0.061
H -3.83370 -1.47211 5.31744 -0.166 0.019 0.066
H -5.02378 -0.36059 4.69918 -0.313 -0.167 -0.164
H -5.29370 -2.16122 4.65235 -0.230 0.237 -0.131
H -4.96220 0.01593 2.19655 0.028 0.047 -0.218
H -3.62972 -0.13944 0.11392 -0.156 -0.024 0.038
H 1.13150 -1.62154 -3.32401 -0.105 -0.247 -0.089
H 0.81523 -1.23569 -1.67485 -0.163 -0.156 0.105
H -2.46499 -0.90407 -6.82673 0.150 0.012 -0.128
H -2.27283 0.82833 -6.65111 0.320 0.041 -0.115
H -0.82036 -0.25915 -6.84631 0.010 0.199 -0.012
C 5.64091 6.00455 1.90938 -0.029 0.040 -0.007
O 4.63649 5.90932 1.22589 0.242 0.161 0.198
N 6.21677 4.98901 2.57046 0.115 0.145 0.096
C 7.41667 5.16638 3.37072 -0.302 -0.385 -0.055
C 5.61539 3.66813 2.47896 -0.116 0.176 -0.126
H 6.16982 6.96413 2.04042 0.009 -0.007 0.023
H 8.21092 4.53233 2.98385 0.107 0.077 0.100
H 7.20485 4.89048 4.40667 0.106 0.071 0.038
H 7.74484 6.20377 3.34009 -0.062 0.017 -0.041
H 5.58860 3.34703 1.43677 -0.045 -0.087 0.036
H 4.59110 3.70388 2.85242 -0.007 -0.091 -0.036
H 6.19275 2.95699 3.06397 0.051 0.056 0.008
C 0.55310 -2.04722 5.01072 -0.059 0.161 -0.256
O -0.20769 -1.24266 5.50818 0.039 -0.085 0.230
N 1.10576 -3.09480 5.65955 0.106 -0.090 -0.087
C 2.00837 -4.01769 5.00098 -0.130 0.036 0.271
C 0.78055 -3.29743 7.05942 -0.111 0.195 -0.131
H 0.86105 -1.98119 3.95335 0.008 -0.048 -0.001
H 1.59482 -5.02788 5.03778 0.104 -0.043 -0.082
H 2.97730 -4.00967 5.50608 0.046 -0.085 -0.091
H 2.14964 -3.73225 3.96056 -0.044 0.034 0.006
H -0.29621 -3.43246 7.17144 0.018 0.001 0.104
H 1.07686 -2.42043 7.63697 -0.049 -0.046 0.082
H 1.29918 -4.17544 7.43755 0.025 -0.009 -0.065
C 10.63538 6.06373 2.41546 -0.072 -0.027 -0.107
O 10.43494 4.88094 2.61402 0.210 0.009 0.059
N 11.65429 6.77011 2.93980 -0.017 0.169 -0.048
C 11.83753 8.18138 2.66281 0.137 -0.206 0.160
C 12.59830 6.09021 3.81086 -0.174 -0.144 -0.092
H 9.97610 6.66869 1.76911 0.021 0.031 0.006
H 12.80730 8.34014 2.18693 -0.030 0.125 -0.013
H 11.80040 8.74744 3.59584 0.013 0.109 -0.069
H 11.05485 8.54251 1.99892 -0.018 -0.052 -0.001
H 13.07197 5.27012 3.27032 0.041 -0.022 0.086
H 12.07152 5.67447 4.67047 0.087 -0.039 0.024
H 13.35795 6.78920 4.15180 -0.036 0.051 -0.040
```
Forces are in eV/Å.

Summary:
LUMO energy: 1.30 eV
charge: -1
frontier orbital gap: 0.2111 Eh

Entry 2:
C36H66B3BrN9O4P as an isolated structure, computed with the ωB97M-V functional and the def2-TZVPD basis.

```
120
Properties=species:S:1:pos:R:3:forces:R:3
C 0.04557 -4.34489 0.33281 -0.037 1.105 -0.102
C 0.18170 -2.75531 0.23334 -0.606 -0.002 0.489
B 0.69740 -2.07007 1.59983 1.251 -0.436 0.211
O 1.61234 -0.93663 1.60622 -3.346 0.460 0.074
B 0.75435 0.11832 2.10973 1.693 -0.358 0.635
C 0.25478 1.36135 1.21189 -0.174 -0.774 -1.263
C 0.85132 1.25789 -0.25446 -0.466 0.317 -0.883
N 0.08701 1.09054 -1.29476 1.269 0.113 1.820
O 0.32822 -0.09747 3.48806 -1.989 -1.055 -2.334
B -0.47850 -1.29470 3.35562 3.252 -1.624 0.516
P -2.36726 -1.17504 3.67134 -2.419 1.639 -0.645
O -3.03599 -1.42334 2.09308 1.280 0.320 1.244
Br -3.13327 -2.82082 5.00676 0.647 0.024 -0.775
O 0.23882 -2.47724 2.92458 -1.432 2.513 -1.859
H -0.79423 -4.58982 1.04352 0.987 0.076 -0.772
H -0.20809 -4.71776 -0.70081 0.411 0.019 1.282
H 1.01717 -4.74249 0.73625 -1.042 -0.041 -0.601
H 0.75645 -2.40107 -0.66932 -0.424 -0.445 1.030
H -0.88188 -2.35769 0.09122 1.208 -0.284 0.157
H -0.87040 1.21180 1.06675 1.186 0.287 0.334
H 0.41320 2.37080 1.68310 -0.052 -0.956 -0.441
H 1.97094 1.33605 -0.40605 -1.604 -0.100 0.664
H 0.69657 1.05418 -2.13019 -0.435 0.052 0.441
H -3.38718 -0.55629 1.76986 -0.036 -0.721 0.637
C -2.76747 4.05302 -0.10017 0.003 0.089 0.070
C -3.52767 4.55888 1.12285 0.051 0.083 -0.410
C -3.48618 3.57760 2.29846 -0.436 -0.328 -0.384
C -4.11122 2.28163 1.90107 -0.229 -0.723 0.168
N -4.60252 1.27591 1.58882 0.901 1.355 0.777
H -3.20460 3.13271 -0.49464 0.071 0.025 0.019
H -2.79881 4.79407 -0.90056 0.056 -0.095 0.035
H -1.71850 3.85875 0.14138 -0.050 -0.027 -0.100
H -4.56621 4.75354 0.83984 0.034 -0.009 0.129
H -3.09719 5.51220 1.44078 -0.064 -0.083 0.126
H -4.03061 3.98663 3.15227 -0.006 -0.205 0.003
H -2.45502 3.39453 2.61063 -0.082 -0.150 -0.024
C -5.42307 0.00080 -3.66165 0.056 -0.057 -0.063
C -4.51749 0.30712 -2.47297 -0.046 -0.105 -0.355
C -5.25165 1.01208 -1.32896 0.076 0.556 -0.678
C -5.80101 2.31770 -1.80539 -0.402 0.696 0.048
N -6.22659 3.33433 -2.17513 0.614 -1.479 0.547
H -5.82044 0.91428 -4.11084 -0.032 -0.021 0.076
H -4.86509 -0.52648 -4.43861 -0.061 -0.009 0.046
H -6.26504 -0.62914 -3.36128 0.028 0.048 -0.049
H -3.68216 0.92656 -2.81344 0.014 -0.023 0.164
H -4.09253 -0.62821 -2.09921 0.006 0.121 0.104
H -4.56611 1.19651 -0.50023 -0.291 0.031 -0.270
H -6.07136 0.39203 -0.95862 -0.002 0.148 0.031
C -4.39977 5.28517 -4.27665 -0.093 -0.028 -0.096
C -3.56487 4.90185 -5.49471 -0.222 0.309 0.138
C -2.81284 3.58215 -5.30982 0.478 0.350 0.482
C -1.87300 3.68907 -4.15252 0.504 -0.233 0.582
N -1.14543 3.77270 -3.25027 -0.982 -0.028 -1.264
H -3.77506 5.44496 -3.39469 -0.007 -0.082 -0.022
H -4.94008 6.21559 -4.46412 -0.003 -0.061 0.009
H -5.13263 4.50848 -4.04204 0.093 0.146 0.035
H -2.85390 5.70629 -5.70539 0.038 -0.134 -0.086
H -4.22168 4.81742 -6.36441 0.138 -0.100 -0.013
H -2.24302 3.34514 -6.21031 -0.005 -0.088 0.134
H -3.51334 2.76364 -5.12684 0.089 0.009 0.073
C 1.27820 -3.90377 5.54964 -0.011 0.031 0.100
C 1.11966 -3.88549 7.06639 -0.021 0.175 -0.269
C 1.53927 -5.20150 7.72634 -0.600 -0.308 -0.284
C 0.69469 -6.32357 7.21491 -0.283 -0.744 -0.095
N 0.03727 -7.19389 6.81676 0.904 1.250 0.534
H 0.63936 -4.65899 5.08665 0.043 0.026 0.031
H 0.99646 -2.93967 5.12746 0.098 -0.094 0.035
H 2.31487 -4.10900 5.26641 -0.050 0.014 -0.019
H 0.07650 -3.66511 7.31122 0.082 -0.054 0.081
H 1.72503 -3.07275 7.47790 -0.018 -0.104 0.103
H 1.42039 -5.13419 8.80983 -0.006 -0.156 -0.064
H 2.58839 -5.42018 7.51364 -0.088 -0.084 -0.020
C 3.52652 4.94976 -0.00979 0.003 0.055 0.017
C 4.75973 4.48094 0.75659 -0.302 0.249 0.035
C 5.48436 3.32272 0.06796 -0.473 -0.388 0.166
C 4.57149 2.14716 -0.04826 -0.151 -0.730 -0.158
N 3.86073 1.23253 -0.13898 1.530 1.314 0.176
H 2.77475 4.16013 -0.08544 0.058 -0.001 -0.054
H 3.05946 5.79382 0.50200 0.032 -0.022 -0.067
H 3.79105 5.27020 -1.02129 -0.073 -0.022 0.042
H 4.45951 4.18110 1.76432 0.185 -0.052 -0.068
H 5.45240 5.31985 0.86401 0.066 -0.137 0.005
H 6.36388 3.03210 0.64590 -0.143 -0.154 -0.036
H 5.81621 3.61620 -0.93100 -0.109 -0.107 -0.007
C 4.89027 0.22516 6.23361 0.020 -0.014 0.066
C 3.65083 0.94527 5.71331 0.130 -0.049 0.307
C 3.51756 0.87609 4.19042 0.629 0.390 -0.069
C 4.70057 1.52324 3.54423 0.495 0.260 -0.601
N 5.61895 2.02910 3.04409 -1.295 -0.685 0.790
H 5.80862 0.68015 5.85557 -0.059 -0.042 -0.045
H 4.92874 0.27498 7.32379 -0.011 -0.042 -0.063
H 4.88288 -0.82871 5.94148 0.026 0.057 0.016
H 3.68641 1.99027 6.03475 -0.086 -0.045 -0.087
H 2.76244 0.49910 6.16815 -0.034 0.064 -0.151
H 2.61055 1.39269 3.86947 0.118 -0.001 -0.094
H 3.45163 -0.16263 3.85725 0.051 0.096 -0.103
C 1.22592 1.71248 -6.98561 0.035 -0.020 0.030
C 1.13494 1.16537 -8.40655 0.132 -0.094 0.319
C 0.40121 2.10923 -9.36282 -0.603 -0.165 0.341
C -0.99913 2.32816 -8.88998 -0.732 0.295 0.004
N -2.08616 2.49840 -8.51878 1.531 -0.270 -0.478
H 0.23703 1.84211 -6.53977 0.034 0.035 -0.049
H 1.78072 1.02181 -6.34760 -0.010 0.072 -0.031
H 1.73977 2.67760 -6.96900 -0.043 -0.049 0.034
H 0.62812 0.19648 -8.38211 0.019 0.072 -0.121
H 2.14513 0.99006 -8.78591 -0.102 0.027 -0.105
H 0.37334 1.68150 -10.36715 -0.128 0.109 0.038
H 0.91275 3.07292 -9.41924 -0.132 -0.004 0.024
C 2.41889 -8.51159 1.21651 0.016 -0.029 0.059
C 2.37517 -9.07917 -0.19833 0.139 -0.077 0.304
C 1.67449 -8.14898 -1.19153 -0.640 -0.147 0.337
C 0.25922 -7.92283 -0.76882 -0.734 0.291 -0.012
N -0.83918 -7.74697 -0.43653 1.523 -0.286 -0.434
H 1.41575 -8.37529 1.62666 0.038 0.040 -0.067
H 2.95163 -9.19309 1.88280 -0.002 0.070 -0.036
H 2.93272 -7.54627 1.23602 -0.037 -0.045 0.022
H 1.86711 -10.04745 -0.17690 0.019 0.073 -0.116
H 3.39754 -9.26027 -0.54116 -0.093 0.022 -0.107
H 1.67990 -8.59096 -2.19008 -0.118 0.106 0.032
H 2.18861 -7.18621 -1.24443 -0.127 0.000 0.022
```
Forces are in eV/Å.

Summary:
LUMO energy: -0.53 eV
frontier orbital gap: 0.2953 Eh

The highest frontier orbital gap belongs to which entry? C36H66B3BrN9O4P